Density functional theory data (ωB97M-V with the def2-TZVPD basis set) for 2 unconnected molecules or ions with the total composition C3H10N3P.

Values from the calculation:
- M: 119.11 g mol⁻¹
- Charge: 0
- E: -625.7217 Ha

Element x y z (Å)
C: 0.20 1.55 -0.24
C: -1.04 0.67 0.21
C: 1.36 0.93 0.48
N: -0.85 -0.63 -0.27
N: 0.10 -1.30 0.31
N: -0.31 -3.40 0.18
P: 1.68 -0.87 0.06
H: 0.38 1.48 -1.25
H: -0.01 2.53 0.05
H: -1.02 0.70 1.27
H: -1.96 1.05 -0.19
H: 2.19 1.55 0.35
H: 1.08 1.05 1.62
H: -0.95 -0.81 -1.35
H: -0.43 -3.65 1.17
H: 0.61 -3.61 0.00
H: 1.86 -0.47 -1.47

Atomic partial charges in e from the natural (NBO) method, atoms 1 to 6: -0.4160, -0.2112, -0.7013, -0.4027, -0.4811, -0.6856